158
Properties=species:S:1:pos:R:3:forces:R:3:lowdin_charge:R:1 method="wB97M-V/def2-TZVPD" lumo_energy_ha=0.0002 max_force_ev_per_a=3.56 e_homo_ev=-8.74 homo_lumo_gap_ha=0.3213 e_above_lowest_kcal_mol=0.0
O -4.237446 -3.431788 -4.016789 1.4310 0.6094 -0.4072 -0.096
O 1.560813 -5.074512 -0.448421 -0.7653 -0.2533 -0.5570 -0.052
O -1.437890 0.532644 4.766132 -0.3286 -0.1197 -0.1196 -0.240
O -2.733074 -3.358489 0.515607 -2.3316 -0.8650 -2.2822 -0.101
O -5.008933 0.049867 2.095275 0.1325 0.3304 0.1601 -0.072
O 1.143803 0.231942 -1.155296 0.6540 -0.3514 0.9501 -0.227
O -5.317023 -2.471059 0.120571 0.9098 0.2409 -0.5563 -0.071
O -1.637525 -6.682943 -0.194985 -0.8628 0.6059 0.4362 -0.062
O -1.370597 -0.862685 -6.408876 -1.6746 1.8092 -2.1213 -0.153
O -0.677573 3.250924 0.260129 0.6283 0.0545 -0.2998 -0.114
O -5.733891 2.541391 -0.228821 0.0274 0.9868 -0.9389 -0.047
O -0.387330 -5.364811 -2.412483 -0.6665 0.4506 -1.3540 -0.043
O 4.493057 -0.348527 1.004105 0.3644 0.6621 0.6437 -0.225
O -1.294767 3.452624 -3.510070 -0.2501 0.4375 0.9839 -0.188
O 4.986264 3.740061 2.117877 -1.0988 -0.3958 -0.1186 -0.195
O -2.087360 -3.145211 -2.227317 0.9957 -0.7128 -3.1636 -0.044
O -6.100539 -1.476366 -2.394968 -0.0197 0.8588 0.3944 -0.079
O 1.130102 -4.518553 4.234800 0.4775 -0.0712 0.9765 -0.184
O -4.431194 0.758967 -2.009298 0.6874 0.0073 0.8265 -0.117
O -3.479891 4.053782 0.360396 1.4310 -0.9973 0.0628 -0.079
N 2.018272 2.743685 1.352277 -0.4619 -0.3029 1.0465 0.047
N 1.148004 -0.571428 -5.084808 0.8364 0.8236 -0.9765 0.034
N 0.244810 3.715435 4.066313 1.3940 -0.3773 1.0933 0.051
N 2.547887 -2.537752 0.420732 -1.3675 -0.3425 0.7244 0.076
N 1.206468 4.732619 -2.547092 -1.9761 -0.8826 0.0553 0.070
N -2.329561 -0.247034 0.037363 0.0116 -0.1802 -0.0417 0.070
N 0.474486 -1.614080 6.449718 0.1508 1.0144 -1.5722 0.058
C 2.654418 5.083494 1.086225 -0.8210 0.2023 -1.5487 -0.050
C 2.956439 3.622845 0.680854 0.2723 0.6589 0.0770 -0.423
C 3.812630 -2.381381 -0.178085 2.6989 -0.3715 -0.9960 -0.443
C 1.396080 1.269308 -2.052335 0.9630 0.4014 -0.4476 -0.104
C -0.303546 -0.467946 1.509671 -0.2971 -0.6694 -1.1688 -0.030
C -2.783580 -0.980139 -6.668442 1.1958 -2.0596 -0.0724 -0.068
C 6.078533 2.935573 2.544493 -1.4173 1.1954 0.1360 -0.083
C 4.278481 -0.942484 -0.275799 0.5662 0.6631 1.1733 -0.180
C -1.191722 4.713551 -2.827130 -0.5400 0.5618 -0.4230 -0.210
C -0.162499 -0.313131 -1.137056 -0.1712 0.0103 0.9274 -0.150
C -1.386982 1.948232 4.595391 0.5217 0.2976 0.2624 -0.187
C 0.104666 5.462272 -3.189837 -1.0050 -1.0811 0.5521 -0.429
C 0.066064 2.279707 4.155269 -0.7774 -1.1635 -0.1114 -0.430
C -2.732074 -0.011618 4.652664 -0.9644 1.1201 0.7958 -0.117
C -0.884716 0.080649 0.196570 -0.4100 -1.4016 -1.6436 -0.362
C 5.817116 -0.322474 1.542015 -0.9405 -2.0416 0.0458 -0.095
C -0.932507 -1.728371 -5.479390 -0.1626 -2.8889 2.0660 -0.302
C 1.041006 -2.966093 -4.386054 -1.6807 1.3866 -0.7767 -0.027
C 0.450621 -4.444575 3.026969 -0.0220 0.0100 0.9817 -0.107
C 0.922913 -2.191106 5.153970 -0.4438 -0.7978 1.1168 -0.433
C 2.376805 -1.984272 4.875608 1.3172 -0.2407 -0.8949 -0.058
C 4.426657 3.235075 0.908045 0.8834 1.1528 -1.4606 -0.200
C 0.559167 -3.687804 5.222682 1.2463 -0.5833 0.5539 -0.207
C 0.578096 -1.862709 -5.414015 0.5070 -0.2287 -0.3124 -0.393
C 0.258190 5.676511 -4.674930 1.7408 0.9714 -0.0169 -0.060
C -2.388846 2.711054 -2.948108 -0.2557 0.5020 0.6451 -0.104
C 1.094124 1.572095 5.091193 0.7334 1.7726 -0.8644 -0.042
C 3.869638 -2.896849 -1.595553 -0.9136 -0.0810 -0.3999 -0.049
H -5.041127 -0.189560 3.044711 -0.4605 -0.2469 -1.2465 0.042
H 2.161867 2.812712 2.381269 -0.2615 -0.1858 -0.9535 0.089
H 0.307701 4.767502 -5.277716 -0.1139 0.0315 0.2408 0.084
H -0.039176 -1.412948 -1.151337 -0.3762 0.3690 -0.4768 0.122
H -3.311533 3.339765 -2.778898 1.1451 -0.2854 0.3009 0.109
H 0.939940 -2.104429 -6.449438 -0.2227 -0.0240 0.8555 0.150
H 0.184395 1.729956 3.163737 -0.0001 1.2518 0.8606 0.120
H -2.718309 -1.109576 4.620802 0.2853 0.3593 -0.1551 0.090
H 1.223368 6.236156 -4.774963 -0.4907 -0.5716 -0.2877 0.087
H 0.903543 0.137503 -5.808593 0.1038 -0.7913 0.9610 0.095
H -2.949879 0.139203 0.748621 0.4628 0.3399 0.1016 0.064
H 1.757450 -4.307638 0.104841 0.4733 0.4868 0.1175 -0.001
H 1.656592 0.847638 -3.067876 -0.2681 0.8312 0.9508 0.092
H -3.647432 0.479147 -1.432339 -1.3395 0.4328 -0.7199 0.038
H -3.778245 -3.067658 -4.808413 -0.8171 -0.3757 0.5150 0.023
H -2.092873 5.310321 -3.139686 0.7382 -0.2297 0.3479 0.139
H 2.078747 -5.822230 -0.175985 0.3698 -0.3014 0.3568 0.049
H 5.146768 -0.762114 -0.949235 -0.4769 -0.2929 0.3820 0.142
H -2.669468 -3.196088 1.436154 -0.1976 0.3049 1.3454 0.017
H 0.557205 -2.198269 7.254965 0.0484 -0.5644 0.1796 0.059
H -3.755199 -3.381862 0.254101 2.4362 0.4762 1.2017 0.089
H -3.399491 -0.735068 -5.852280 -0.4878 0.5637 1.6174 0.065
H 2.976316 5.367625 2.080576 0.3616 -0.1790 0.0613 0.069
H -3.238220 0.435360 3.776074 0.2177 -0.5140 0.0812 0.059
H -0.888717 1.132258 0.219572 0.3707 1.2827 0.2084 0.077
H 4.796012 -2.682428 -2.076156 0.9834 0.0086 -0.1055 0.073
H -2.250951 -3.114496 -1.331444 -0.7058 0.3885 3.3062 -0.055
H -6.159274 -2.862242 0.340729 -0.4070 -0.1363 -0.3702 0.057
H 0.903113 -4.155009 6.201526 -0.4893 0.8260 -0.9872 0.149
H 2.076946 -2.930385 -4.158778 0.9512 0.0787 -0.1765 0.049
H 1.161472 1.996044 6.112276 -0.2293 -0.0988 -0.4970 0.090
H -3.351741 0.304858 5.539612 0.4018 -0.4002 -0.5604 0.104
H -3.466718 -3.384008 -3.387372 -0.7285 -0.1112 0.0145 0.008
H 2.261139 1.856495 -1.656213 -0.3904 -0.6368 -0.4256 0.085
H 3.101265 5.722035 0.300940 0.1125 0.0019 0.6722 0.079
H -5.775785 1.963736 0.506582 -0.1998 -1.1088 1.2510 0.003
H 3.020067 -2.302149 5.719428 -0.3168 -0.0023 -0.4694 0.095
H 0.180967 3.031345 0.735991 -0.4494 0.3705 -0.4634 0.032
H -1.465129 -3.912663 -2.286238 -0.0894 0.2960 -0.3265 0.030
H 0.496800 -2.873824 -3.457354 -0.1739 0.5106 0.5013 0.051
H -0.599095 -4.523350 3.221508 -1.0842 -0.7347 -0.1047 0.078
H -0.492921 -1.548940 1.628980 0.0960 0.2667 -0.2113 0.072
H -0.509034 -3.732845 5.121920 -0.8825 -0.2814 0.3660 0.103
H 3.136188 -2.438484 -2.252060 -0.4363 0.2559 0.1284 0.071
H 0.849586 -5.236349 2.439048 -0.0259 -0.2931 -0.9842 0.089
H -1.561320 2.516409 5.558113 -0.1860 -0.7238 -0.6916 0.137
H 6.492731 3.452539 3.403593 0.5103 -0.0073 -0.1473 0.096
H -2.135415 2.295022 3.829065 0.6195 -0.3023 0.5734 0.133
H -3.075814 -0.357014 -7.458741 0.0681 0.9665 -1.2309 0.068
H -5.317354 -2.205721 -0.846487 -0.7623 0.0770 0.7528 0.051
H 2.609114 -0.945083 4.652011 -0.1046 0.2057 0.2690 0.057
H 0.146143 4.225370 4.945892 0.0145 -0.5049 -0.3631 0.085
H -5.811310 -2.131084 -3.026272 0.4222 -0.2601 -0.6984 0.006
H -0.435540 3.394389 -0.681061 0.1028 -0.0888 0.9622 0.014
H -0.687383 0.103894 -2.008398 -0.3470 -0.5928 0.2395 0.118
H -2.502997 -7.098320 -0.330635 0.3140 -0.0599 0.0171 0.053
H -3.094807 -2.031709 -6.936203 0.6847 0.6833 0.0553 0.105
H -5.108632 3.223589 0.073719 0.1874 -0.0288 -0.2971 0.012
H 6.517122 0.151702 0.879603 0.3768 0.4421 -0.4043 0.078
H 1.956018 -1.812300 0.055491 -0.6446 0.3053 -0.1212 0.063
H 0.736901 -0.261971 1.770635 -0.0753 0.2631 -0.2504 0.077
H -1.324496 -1.492680 -4.463278 0.1915 0.0367 -0.2134 0.133
H -0.985668 0.051687 2.119949 -0.3407 0.3508 1.9271 0.042
H 0.817943 -0.258202 -4.190617 -0.3666 0.1242 0.1899 0.022
H -4.947484 1.441886 -1.509756 0.6468 -0.5241 -0.1080 0.021
H 6.692477 2.866336 1.673797 1.2688 -0.4619 -0.1704 0.082
H -2.764173 1.968747 -3.613484 0.3100 -0.6438 -0.8261 0.063
H 1.128435 3.811033 -2.962872 0.6357 -0.1840 0.0604 0.053
H -1.886804 -5.841198 0.249663 0.4122 -0.5172 -0.4349 0.040
H -5.519423 -0.535793 1.504711 0.3315 -0.1527 0.8216 0.034
H 6.139167 -1.388356 1.694679 0.0690 0.8698 0.0797 0.100
H 2.683241 -2.528982 3.932124 -0.2896 0.2249 1.1296 0.086
H 1.562378 5.317852 1.021470 0.7226 -0.5256 0.0183 0.076
H 5.767595 0.193675 2.504702 0.0491 -0.3281 -0.3308 0.066
H 2.604629 -2.389693 1.417580 0.0366 0.1770 0.2153 0.079
H -0.192467 4.211412 3.338226 -0.7208 0.2376 -1.0105 0.051
H 0.529701 -3.462495 2.645878 0.5785 1.1282 -1.2591 0.051
H -3.323694 4.995475 0.293745 0.1754 0.1767 0.0040 0.044
H -0.000196 6.392708 -2.658238 0.0443 0.7172 -0.0138 0.130
H 0.217662 -5.405676 -1.689476 1.2658 0.2805 1.1229 -0.020
H 5.062617 3.698609 0.038283 -0.9778 -0.9269 1.1954 0.156
H -1.024820 -6.024718 -2.165923 -0.5929 -0.5760 0.1627 0.021
H 0.727491 -3.934160 -4.695706 0.0819 -0.9162 -0.6261 0.063
H -0.464845 -1.269267 6.330759 -0.1124 0.1150 0.3702 0.053
H 4.524131 -3.005546 0.388653 0.0143 0.3874 0.0381 0.152
H -1.336428 -2.726662 -5.723771 -0.0275 -0.2156 0.1664 0.126
H -2.513575 -1.240722 0.112318 0.2784 -0.2324 -0.2099 0.039
H 2.099657 1.699979 4.605422 -0.7279 -0.1329 0.5570 0.082
H -5.706905 -0.600417 -2.650690 0.0311 -1.0009 0.4964 0.041
H 2.079129 5.126569 -2.758545 1.3849 0.5268 -0.4682 0.057
H -0.462465 6.369235 -5.072300 -0.6690 0.0473 -0.1756 0.070
H -2.041376 2.179462 -2.032272 -0.5033 0.5477 -0.2892 0.074
H 4.440710 2.133509 0.822400 0.4216 0.2602 0.2632 0.105
H -2.565898 3.612593 0.350077 -1.4329 0.9231 0.0671 0.045
H 2.128471 1.776185 1.052357 0.1847 0.0462 0.2076 0.073
H 5.684381 1.992112 2.867380 0.1197 -0.5954 0.1117 0.052
H 3.416551 -0.386284 -0.595085 -0.3512 0.3125 -0.8884 0.101
H 3.678266 -3.945289 -1.624731 -0.1060 -0.8289 -0.0929 0.065
H 0.583869 2.001999 -2.078018 -0.2637 -0.2706 -0.3459 0.062
H 0.344746 -1.719168 4.348897 -0.0511 0.0523 0.2353 0.122
H -1.207151 4.651248 -1.708703 -0.2058 -0.3054 -0.8306 0.104
H 0.869583 0.533356 5.154568 -0.1326 -0.6459 0.1537 0.015
H 2.815969 3.476790 -0.412986 -0.1521 0.3640 0.5910 0.110